# C27H54Mg2O36P2V

C27H54Mg2O36P2V as an isolated structure in a non-equilibrium geometry (ωB97M-V with the def2-TZVPD basis set, the Open Molecules 2025 dataset).

Each line ends with the Löwdin charge.
Positions of all 122 atoms, in Å:
O1 4.576 7.985 17.217  -0.249
V1 3.699 7.298 16.104  1.149
Mg1 2.168 11.068 10.251  0.579
Mg2 2.389 10.291 13.865  0.349
P1 1.682 8.419 15.314  0.115
O2 0.932 9.528 14.538  -0.288
O3 2.188 7.154 14.654  -0.351
O4 1.965 8.276 16.795  -0.307
O5 3.057 9.049 14.959  -0.376
P2 3.467 11.345 11.956  0.036
O6 3.932 11.100 13.338  -0.270
O7 2.679 12.525 11.391  -0.299
O8 2.220 10.530 12.054  -0.382
O9 3.852 10.574 10.676  -0.312
C1 -0.451 11.883 16.260  -0.036
O10 0.436 12.939 16.365  0.042
C2 1.472 13.029 15.573  -0.571
O11 1.953 12.172 14.869  0.091
O12 2.032 14.242 15.727  0.025
C3 3.291 14.584 15.079  -0.005
H1 -1.167 11.694 17.059  0.112
H2 0.213 11.021 16.187  0.064
H3 -0.978 11.975 15.310  0.103
H4 3.588 13.928 14.260  0.075
H5 4.165 14.513 15.725  0.087
H6 3.170 15.610 14.731  0.102
C4 6.970 11.550 13.440  -0.026
O13 8.202 10.868 13.760  0.000
C5 8.654 10.762 15.008  -0.531
O14 8.193 11.335 16.036  0.080
O15 9.595 9.797 14.972  0.002
C6 10.292 9.508 16.188  -0.051
H7 6.741 11.402 12.385  0.088
H8 7.026 12.629 13.583  0.098
H9 6.107 11.083 13.916  0.061
H10 9.894 8.845 16.956  0.079
H11 10.506 10.428 16.732  0.092
H12 11.310 9.190 15.964  0.094
C7 1.577 10.537 18.698  -0.029
O16 1.719 11.342 19.849  0.030
C8 2.225 10.855 20.945  -0.628
O17 2.928 9.851 21.070  0.102
O18 1.945 11.695 21.915  0.010
C9 2.416 11.379 23.218  -0.040
H13 0.552 10.172 18.629  0.100
H14 2.201 9.645 18.729  0.086
H15 1.782 11.177 17.839  0.082
H16 2.045 12.086 23.960  0.092
H17 3.505 11.342 23.192  0.089
H18 1.946 10.470 23.595  0.097
C10 5.932 8.478 12.321  0.018
O19 6.951 7.917 13.179  0.044
C11 6.768 7.390 14.349  -0.460
O20 5.662 7.460 14.934  0.014
O21 7.951 6.806 14.829  0.001
C12 8.078 6.379 16.194  -0.028
H19 5.283 9.178 12.848  0.073
H20 5.335 7.813 11.697  0.101
H21 6.530 9.054 11.616  0.104
H22 7.131 6.085 16.646  0.082
H23 8.494 7.202 16.774  0.083
H24 8.571 5.414 16.314  0.097
C13 4.706 11.703 16.632  -0.007
O22 4.889 11.480 18.034  0.023
C14 5.253 12.421 18.870  -0.486
O23 5.450 13.615 18.471  0.046
O24 5.353 11.915 20.170  -0.030
C15 5.723 12.850 21.185  -0.046
H25 3.629 11.678 16.462  0.077
H26 5.104 10.879 16.040  0.087
H27 5.125 12.594 16.164  0.088
H28 6.799 12.985 21.074  0.096
H29 5.467 12.526 22.194  0.083
H30 5.192 13.777 20.969  0.093
C16 0.168 8.507 7.259  -0.028
O25 0.754 7.667 8.227  0.038
C17 1.354 8.167 9.288  -0.442
O26 1.638 9.364 9.426  0.073
O27 1.431 7.177 10.251  0.028
C18 2.136 7.384 11.485  -0.017
H31 -0.725 9.088 7.489  0.087
H32 0.019 7.907 6.361  0.107
H33 0.876 9.312 7.060  0.096
H34 1.442 7.583 12.302  0.084
H35 2.858 8.200 11.467  0.078
H36 2.715 6.498 11.746  0.100
C19 6.114 18.380 13.311  -0.046
O28 5.130 18.290 12.229  -0.046
C20 4.887 17.109 11.469  -0.472
O29 4.147 17.103 10.461  0.090
O30 5.395 16.014 12.078  -0.033
C21 4.855 14.717 11.730  -0.037
H37 6.014 17.561 14.024  0.082
H38 5.950 19.347 13.789  0.088
H39 7.162 18.386 13.013  0.086
H40 5.137 14.353 10.742  0.104
H41 3.765 14.700 11.754  0.072
H42 5.152 13.991 12.487  0.070
C22 -3.815 15.782 11.148  -0.044
O31 -2.741 15.520 12.033  -0.010
C23 -1.591 14.953 11.617  -0.537
O32 -1.289 14.749 10.416  0.068
O33 -0.861 14.684 12.696  0.023
C24 0.542 14.247 12.483  0.022
H43 -3.848 16.866 11.257  0.098
H44 -4.766 15.362 11.477  0.091
H45 -3.647 15.492 10.111  0.091
H46 0.677 13.166 12.444  0.055
H47 1.204 14.591 13.278  0.084
H48 0.874 14.574 11.498  0.099
C25 -0.771 10.618 12.412  -0.003
O34 -1.495 11.225 11.341  0.045
C26 -0.962 11.614 10.208  -0.514
O35 0.301 11.575 9.981  0.039
O36 -1.948 11.858 9.416  0.052
C27 -1.750 12.152 8.007  0.015
H49 -0.105 11.381 12.814  0.073
H50 -0.127 9.830 12.021  0.091
H51 -1.393 10.212 13.211  0.107
H52 -2.682 12.318 7.465  0.104
H53 -1.248 11.322 7.511  0.071
H54 -1.009 12.936 7.851  0.105

Results
highest occupied orbital energy (alpha / beta) = -8.276 / -8.276 eV
energy = -157744.8505 eV
energy relative to the best compared isomer or geometry (same formula, charge and spin) = 7.9859 eV
gap between HOMO and LUMO (alpha / beta) = 6.951 / 7.139 eV
maximum force = 8.74 eV/A
spin multiplicity = 2
total charge = 0
LUMO level (alpha / beta) = -1.3248 / -1.1373 eV

# C27H54OP2ReSi

C27H54OP2ReSi as an isolated structure in a non-equilibrium geometry (ωB97M-V with the def2-TZVPD basis set, the Open Molecules 2025 dataset).

Each line ends with the Löwdin charge.
Positions of all 86 atoms, in Å:
Re1 -0.605 0.172 -0.120  1.469
C1 -2.052 1.728 0.055  -0.323
C2 -2.447 0.819 -0.982  -0.301
C3 -2.301 -0.384 1.005  -0.318
C4 -1.986 0.990 1.287  -0.306
C5 -2.597 -0.490 -0.404  -0.308
C6 -1.886 3.209 -0.048  0.001
H1 -1.488 3.508 -1.022  0.084
H2 -1.206 3.601 0.720  0.071
H3 -2.848 3.731 0.078  0.125
C7 -1.991 1.605 2.640  0.016
H4 -2.093 2.697 2.582  0.101
H5 -1.074 1.415 3.203  0.055
H6 -2.814 1.217 3.253  0.116
C8 -2.545 -1.445 2.030  0.020
H7 -3.615 -1.513 2.288  0.129
H8 -1.974 -1.252 2.944  0.054
H9 -2.247 -2.437 1.677  0.085
C9 -3.085 -1.721 -1.096  0.010
H10 -4.166 -1.659 -1.290  0.125
H11 -2.912 -2.619 -0.490  0.082
H12 -2.592 -1.848 -2.065  0.063
C10 -2.758 1.212 -2.377  0.018
H13 -3.779 1.606 -2.480  0.131
H14 -2.689 0.342 -3.034  0.056
H15 -2.070 1.987 -2.731  0.077
C11 1.513 0.528 -2.952  -0.142
C12 0.486 1.360 -3.194  -0.139
C13 -0.090 1.502 -4.566  -0.155
C14 -1.015 0.339 -5.080  -0.161
C15 -1.107 -0.902 -4.241  -0.129
C16 -0.038 -1.686 -4.058  -0.103
C17 1.286 -1.371 -4.712  -0.156
C18 2.156 -0.264 -4.055  -0.172
H16 0.707 1.635 -5.320  0.127
H17 -0.647 0.106 -6.094  0.125
H18 -0.673 2.436 -4.594  0.116
H19 2.476 0.407 -4.868  0.128
H20 1.975 0.449 -1.961  0.046
H21 0.118 2.057 -2.433  0.069
H22 3.078 -0.721 -3.679  0.108
H23 1.885 -2.295 -4.749  0.122
H24 -0.110 -2.658 -3.559  0.089
H25 1.136 -1.072 -5.763  0.121
H26 -2.021 0.759 -5.217  0.112
H27 -2.100 -1.241 -3.940  0.091
P1 1.520 1.732 0.552  0.797
C19 1.294 2.716 2.077  -0.224
H28 2.180 3.356 2.214  0.078
H29 1.186 2.039 2.933  0.002
H30 0.404 3.352 2.005  0.040
C20 3.112 0.884 0.857  -0.225
H31 3.804 1.580 1.349  0.075
H32 3.560 0.546 -0.084  0.036
H33 2.925 0.031 1.524  0.039
C21 1.872 3.044 -0.660  -0.243
H34 2.145 2.616 -1.628  0.027
H35 2.690 3.671 -0.286  0.074
H36 0.980 3.665 -0.797  0.046
P2 0.853 -2.075 -0.100  0.789
C22 -0.125 -3.415 -0.866  -0.245
H37 0.521 -4.284 -1.064  0.077
H38 -0.563 -3.072 -1.812  0.004
H39 -0.937 -3.721 -0.193  0.049
C23 2.394 -2.038 -1.070  -0.228
H40 2.181 -1.796 -2.120  0.017
H41 2.895 -3.014 -1.018  0.081
H42 3.074 -1.278 -0.669  0.027
C24 1.313 -2.807 1.505  -0.244
H43 1.708 -3.825 1.374  0.078
H44 0.424 -2.838 2.147  0.047
H45 2.054 -2.176 2.003  0.032
C25 1.906 -1.784 4.979  -0.169
Si1 0.654 -0.451 4.503  0.235
C26 -1.041 -0.901 5.300  -0.174
C27 1.149 1.212 5.339  -0.177
O1 0.556 -0.283 2.920  -0.403
H46 2.068 -1.814 6.069  0.045
H47 2.871 -1.584 4.492  0.028
H48 1.578 -2.775 4.646  0.023
H49 -0.970 -0.838 6.398  0.042
H50 -1.852 -0.234 4.985  0.007
H51 -1.345 -1.930 5.062  0.026
H52 2.174 1.492 5.065  0.027
H53 0.483 2.040 5.048  0.020
H54 1.113 1.119 6.431  0.037

Results
highest occupied orbital energy (alpha / beta) = -13.620 / -13.172 eV
energy = -59491.6440 eV
energy relative to the best compared isomer or geometry (same formula, charge and spin) = 0.0000 eV
gap between HOMO and LUMO (alpha / beta) = 6.043 / 4.424 eV
maximum force = 8.72 eV/A
spin multiplicity = 4
total charge = +2
LUMO level (alpha / beta) = -7.5764 / -8.7481 eV

# C27H55AsBBrN5O3RbSi3

C27H55AsBBrN5O3RbSi3 as an isolated structure (ωB97M-V with the def2-TZVPD basis set, the Open Molecules 2025 dataset).

Each line ends with the Löwdin charge.
Positions of all 97 atoms, in Å:
Rb1 0.526 -0.176 -0.849  0.715
C1 0.884 -2.850 2.576  -0.111
O1 -0.049 -2.140 1.788  -0.241
C2 -0.936 -3.002 1.102  -0.198
C3 -2.130 -2.198 0.641  -0.181
O2 -1.853 -1.338 -0.452  -0.293
C4 -2.393 -1.703 -1.714  -0.181
C5 -1.514 -2.614 -2.542  -0.208
O3 -0.363 -1.903 -2.938  -0.270
C6 0.353 -2.531 -3.983  -0.076
H1 0.369 -3.429 3.352  0.094
H2 1.489 -3.531 1.969  0.080
H3 1.537 -2.118 3.047  0.073
H4 -0.418 -3.477 0.258  0.117
H5 -1.290 -3.792 1.778  0.133
H6 -2.966 -2.863 0.400  0.135
H7 -2.426 -1.562 1.478  0.099
H8 -3.380 -2.161 -1.586  0.132
H9 -2.510 -0.773 -2.271  0.110
H10 -1.237 -3.524 -1.988  0.127
H11 -2.096 -2.924 -3.420  0.134
H12 -0.289 -2.662 -4.861  0.096
H13 1.194 -1.892 -4.233  0.072
H14 0.729 -3.513 -3.668  0.087
C7 3.698 -6.148 -1.469  -0.042
C8 3.647 -4.779 -0.849  -0.253
C9 4.754 -4.197 -0.241  -0.018
C10 4.667 -2.924 0.291  -0.087
C11 3.447 -2.274 0.186  -0.739
Br1 3.273 -0.538 0.932  0.792
N1 2.382 -2.786 -0.386  0.037
C12 2.486 -4.019 -0.885  -0.101
H15 4.513 -6.738 -1.051  0.079
H16 3.856 -6.083 -2.547  0.086
H17 2.768 -6.691 -1.305  0.080
H18 5.689 -4.741 -0.182  0.121
H19 5.509 -2.444 0.768  0.105
H20 1.591 -4.416 -1.355  0.116
B1 1.821 1.881 -2.822  -0.480
N2 2.615 0.620 -3.321  -0.099
C13 3.127 0.433 -4.551  -0.108
C14 3.781 -0.783 -4.574  -0.084
C15 3.602 -1.280 -3.274  -0.195
N3 2.900 -0.435 -2.526  -0.019
N4 0.345 1.837 -3.364  -0.103
C16 -0.035 2.089 -4.630  -0.103
C17 -1.404 1.951 -4.716  -0.072
C18 -1.782 1.602 -3.412  -0.194
N5 -0.731 1.530 -2.602  -0.051
H21 2.359 2.866 -3.273  0.076
H22 1.800 1.865 -1.615  0.007
H23 3.019 1.186 -5.315  0.113
H24 4.315 -1.229 -5.396  0.084
H25 3.956 -2.208 -2.847  0.091
H26 0.689 2.375 -5.375  0.113
H27 -2.030 2.096 -5.580  0.084
H28 -2.776 1.427 -3.025  0.087
C19 -3.858 2.687 0.013  -0.214
Si1 -3.414 1.992 1.685  0.239
C20 -4.015 3.162 3.004  -0.204
C21 -4.347 0.383 1.897  -0.212
As1 -1.104 1.567 1.613  0.811
Si2 -0.264 3.760 1.233  0.258
C22 -0.422 4.177 -0.570  -0.201
C23 1.547 3.704 1.688  -0.212
C24 -1.077 5.144 2.193  -0.215
Si3 -0.564 1.255 3.886  0.244
C25 -1.455 -0.280 4.467  -0.211
C26 1.275 0.931 3.989  -0.221
C27 -0.983 2.609 5.103  -0.205
H29 -4.946 2.702 -0.104  0.038
H30 -3.428 2.078 -0.785  0.014
H31 -3.490 3.708 -0.115  0.023
H32 -5.089 3.307 2.847  0.036
H33 -3.528 4.136 2.965  0.011
H34 -3.873 2.754 4.006  0.018
H35 -5.371 0.606 2.211  0.036
H36 -3.906 -0.278 2.643  0.005
H37 -4.393 -0.162 0.951  0.027
H38 0.325 3.648 -1.162  0.008
H39 -0.269 5.254 -0.695  0.043
H40 -1.396 3.914 -0.983  0.012
H41 2.019 2.772 1.366  0.019
H42 1.698 3.809 2.765  0.023
H43 2.067 4.527 1.189  0.040
H44 -2.011 5.452 1.716  0.028
H45 -0.396 6.000 2.171  0.038
H46 -1.290 4.907 3.235  0.001
H47 -1.203 -1.139 3.842  0.012
H48 -2.540 -0.155 4.448  0.017
H49 -1.162 -0.491 5.500  0.038
H50 1.658 0.435 3.097  -0.037
H51 1.469 0.280 4.847  0.037
H52 1.841 1.854 4.131  0.024
H53 -2.041 2.587 5.367  0.019
H54 -0.741 3.614 4.756  0.009
H55 -0.407 2.423 6.016  0.036

Results
highest occupied orbital energy = -8.058 eV
energy = -198334.3855 eV
energy relative to the best compared isomer or geometry (same formula, charge and spin) = 0.0000 eV
gap between HOMO and LUMO = 8.092 eV
maximum force = 0.63 eV/A
total charge = 0
LUMO level = 0.0333 eV

# C27H55Cl2FN8O4P3

A 3-piece molecular cluster, C27H55Cl2FN8O4P3 overall in a non-equilibrium geometry (ωB97M-V with the def2-TZVPD basis set, the Open Molecules 2025 dataset).

Each line ends with the Löwdin charge.
Positions of all 100 atoms, in Å:
C1 0.505 0.736 -3.864  -0.109
C2 0.881 -0.021 -2.584  -0.197
C3 1.058 0.838 -1.288  -0.269
C4 0.846 2.366 -1.449  -0.033
C5 0.153 0.372 -0.162  -0.095
C6 -1.252 0.248 -0.249  -0.133
P1 -2.221 0.683 -1.766  0.828
O1 -3.685 0.665 -1.605  -0.394
C7 -1.930 -0.245 0.876  -0.199
C8 -3.394 -0.484 0.947  -0.720
Cl1 -3.804 -2.165 0.836  0.736
C9 -4.322 0.455 1.111  -0.755
C10 -4.005 1.916 1.197  -0.079
Cl2 -5.977 0.020 1.195  0.744
C11 -1.243 -0.584 2.045  0.074
C12 0.106 -0.416 2.095  -0.093
C13 0.871 -0.749 3.353  -0.297
C14 1.796 -1.969 3.182  0.007
F1 1.502 0.372 3.858  0.021
N1 0.763 0.049 1.004  0.061
N2 2.169 0.168 1.180  0.187
C15 2.508 1.340 1.429  -0.217
O2 2.764 2.412 1.733  0.295
H1 -0.242 1.514 -3.737  0.046
H2 1.396 1.117 -4.359  0.086
H3 0.082 0.012 -4.563  0.087
H4 0.113 -0.771 -2.396  0.079
H5 1.802 -0.569 -2.767  0.118
H6 2.094 0.722 -0.999  0.119
H7 -0.183 2.675 -1.304  0.057
H8 1.389 2.857 -0.635  0.077
H9 1.270 2.762 -2.366  0.094
H10 -1.798 1.929 -2.251  0.032
H11 -1.834 -0.246 -2.744  0.044
H12 -4.734 2.408 1.835  0.082
H13 -4.124 2.328 0.192  0.081
H14 -2.978 2.084 1.516  0.082
H15 -1.774 -0.964 2.904  0.150
H16 0.132 -1.030 4.103  0.147
H17 1.574 -2.674 3.977  0.090
H18 2.849 -1.694 3.213  0.081
H19 1.577 -2.450 2.229  0.089
O3 -4.851 0.346 -6.791  -0.312
P2 -6.227 0.742 -6.339  0.672
N3 -5.876 1.775 -5.021  -0.326
C16 -6.115 1.493 -3.621  -0.129
C17 -4.807 2.734 -5.256  -0.138
N4 -6.853 -0.830 -5.966  -0.333
C18 -7.024 -1.321 -4.615  -0.132
C19 -6.365 -1.890 -6.843  -0.152
N5 -7.802 1.344 -6.525  -0.293
C20 -8.152 2.748 -6.304  -0.104
C21 -8.803 0.603 -7.300  -0.104
H20 -6.069 2.417 -3.038  0.080
H21 -5.383 0.796 -3.207  0.049
H22 -7.123 1.113 -3.449  0.068
H23 -5.064 3.412 -6.077  0.071
H24 -3.854 2.255 -5.508  0.066
H25 -4.647 3.356 -4.374  0.075
H26 -6.092 -1.310 -4.034  0.078
H27 -7.384 -2.351 -4.641  0.080
H28 -7.795 -0.760 -4.084  0.070
H29 -5.381 -2.269 -6.539  0.080
H30 -6.279 -1.539 -7.870  0.069
H31 -7.075 -2.721 -6.844  0.082
H32 -8.575 2.876 -5.305  0.087
H33 -8.895 3.093 -7.024  0.076
H34 -7.299 3.413 -6.407  0.065
H35 -9.510 0.114 -6.626  0.089
H36 -8.348 -0.159 -7.925  0.069
H37 -9.361 1.260 -7.968  0.076
O4 5.741 -1.976 4.211  -0.329
P3 6.990 -1.248 4.690  0.736
N6 7.994 -2.621 4.937  -0.350
C22 8.284 -3.262 6.199  -0.127
C23 8.127 -3.503 3.784  -0.134
N7 6.167 -0.616 6.105  -0.358
C24 6.237 -1.238 7.408  -0.131
C25 4.826 -0.125 5.842  -0.172
N8 8.280 -0.206 5.151  -0.283
C26 9.685 -0.484 4.846  -0.100
C27 8.033 1.197 5.503  -0.107
H38 9.162 -3.905 6.096  0.082
H39 7.454 -3.876 6.567  0.084
H40 8.562 -2.536 6.963  0.062
H41 8.581 -2.971 2.940  0.071
H42 7.167 -3.906 3.446  0.069
H43 8.779 -4.344 4.012  0.079
H44 5.902 -2.284 7.401  0.081
H45 5.603 -0.693 8.111  0.081
H46 7.244 -1.177 7.824  0.070
H47 4.078 -0.930 5.824  0.072
H48 4.775 0.398 4.885  0.060
H49 4.534 0.594 6.613  0.082
H50 10.170 -0.931 5.716  0.090
H51 10.230 0.426 4.594  0.077
H52 9.804 -1.154 4.001  0.072
H53 8.090 1.322 6.586  0.093
H54 7.054 1.531 5.174  0.069
H55 8.762 1.863 5.039  0.076

Results
highest occupied orbital energy = -9.517 eV
energy = -104619.5871 eV
gap between HOMO and LUMO = 5.167 eV
maximum force = 7.31 eV/A
total charge = +1
LUMO level = -4.3496 eV